129
Properties=species:S:1:pos:R:3:forces:R:3:lowdin_charge:R:1 method="wB97M-V/def2-TZVPD" charge=+1 e_homo_ha=-0.340 gap_ha=0.1818 lumo_ev=-4.3 energy_ev=-74249.0544
H -1.131 -0.043 3.965 0.9020 -0.4054 -0.4396 0.0729
H 1.279 1.152 2.485 -0.9112 -0.3540 -0.1453 0.1031
H 3.029 3.472 1.127 -0.0213 0.1640 0.0634 0.1037
C 5.830 7.061 0.982 -0.0679 0.0553 0.0065 -0.0872
C 4.479 -2.949 0.416 0.0894 -0.1778 0.0305 -0.2714
H -6.751 0.371 -3.194 0.2006 0.6209 0.8505 0.1327
H 4.679 -0.093 2.178 0.0933 -0.1597 0.0529 0.1126
N -2.822 2.400 -0.597 -0.5723 -0.3724 -0.8107 0.0909
H 5.133 7.900 1.040 0.0368 -0.0132 0.0293 0.0652
O -10.755 2.330 1.991 0.2186 0.2110 -0.2697 -0.0768
C -1.715 4.617 -0.028 0.7473 -0.7820 -0.1893 -0.0049
F -2.464 -0.489 -4.379 0.7453 0.1267 1.2664 0.1317
H -0.466 1.551 2.353 0.5780 -0.6254 -0.2899 0.0838
F -2.695 5.512 2.049 1.0838 -0.0618 -0.6601 0.1269
H 3.534 -2.633 -0.040 0.0654 0.2240 0.0765 0.1132
C 4.330 -8.684 -0.147 0.0249 -0.1664 0.0680 -0.2744
C 4.615 -0.669 1.249 -0.1356 0.0682 -0.0526 -0.2531
H 5.246 -2.859 -0.366 -0.0118 -0.0529 -0.0986 0.1017
C 4.971 -9.806 0.659 -0.0386 -0.0674 -0.0178 -0.0887
H -8.759 0.159 -1.552 0.6311 0.5492 -0.6841 0.1199
H 3.244 -8.701 0.022 -0.0536 0.0055 0.1016 0.0992
H -12.647 1.867 0.337 0.6431 0.6860 -0.3623 0.0937
H -5.638 4.352 -0.892 0.6302 -0.6879 0.2988 0.1423
H 6.053 -9.824 0.517 -0.0542 -0.0028 -0.0656 0.0808
C 7.279 -2.516 1.652 0.1741 0.0361 0.0882 -0.0815
C 5.575 -0.059 0.225 0.0554 0.2168 -0.0227 -0.0765
H 4.713 -7.542 -3.285 -0.0064 -0.1826 0.0491 0.1130
H -10.594 1.104 -0.814 0.8345 0.5469 0.3474 0.1220
C -4.131 2.710 -0.917 -1.4473 0.2235 -1.1880 -0.0504
H 4.928 6.177 -0.754 0.0591 0.0382 -0.0718 0.1006
C -8.405 1.129 -2.011 0.2822 -0.3676 0.2477 -0.1916
H -12.616 3.652 0.594 0.2222 -0.6927 -0.6112 0.0845
C 0.260 0.700 2.359 0.4375 -0.3870 0.4120 -0.2346
C -2.147 1.387 -1.236 0.7047 -0.9725 -1.4234 -0.1852
H 5.652 -0.659 -0.682 0.0033 -0.0139 0.0460 0.0708
O -0.864 1.104 -0.846 -1.7335 0.1124 0.5159 -0.0317
H 3.137 2.866 -1.327 0.0303 0.0193 0.0088 0.0658
H -4.593 0.336 -3.452 0.3241 0.5739 0.5928 0.1444
H 5.730 -3.408 2.824 -0.0781 0.0117 -0.1103 0.1022
H 4.807 -6.669 -1.789 0.0187 -0.1226 0.1171 0.0977
O -5.264 1.944 1.607 -0.6700 1.2515 -0.2030 0.1630
C 4.295 -7.508 -2.274 0.1006 0.1754 0.0737 -0.2521
B -5.768 3.092 1.006 -0.8156 0.2540 0.3534 -0.5916
H 1.613 6.222 -0.324 0.0712 0.0232 -0.1193 0.0384
C -2.163 3.196 0.475 0.3480 0.3519 0.9853 -0.0628
H 2.878 -11.516 -2.538 0.0125 0.0502 0.0258 0.0735
C 3.166 3.902 -0.976 -0.1503 -0.1879 -0.0695 -0.0823
H 4.988 -10.756 -1.835 -0.0177 0.0931 0.0877 0.1024
H -1.312 -0.929 -0.381 0.6091 0.8256 0.2698 0.1316
H 0.317 -1.236 1.328 -0.0672 0.9523 -0.3280 0.1219
H 4.625 3.300 0.468 0.0520 0.1491 0.0005 0.0989
H 6.139 6.793 1.994 -0.0738 -0.0133 -0.0307 0.0816
N -8.754 2.201 -1.046 -0.6911 -1.0284 -0.3391 -0.0517
H 2.992 7.321 -0.495 0.0097 -0.0565 0.0269 0.0717
H 5.215 0.931 -0.070 -0.0043 -0.0335 0.0036 0.0525
C 2.807 -7.158 -2.369 -0.1159 0.1237 -0.1604 -0.0940
C -9.842 1.651 -0.186 -0.0877 0.7431 0.5099 -0.1817
H 1.222 0.036 0.465 -1.0864 -0.0691 0.1925 0.1133
H -2.890 3.210 1.322 0.5819 0.2369 -0.7180 0.1367
H 6.022 5.127 0.132 -0.1983 -0.1539 0.0038 0.1196
H 0.246 -1.213 3.589 -0.2206 0.7973 0.0076 0.0743
C 3.741 3.947 0.443 0.1914 -0.0952 0.0271 -0.2516
H -6.462 0.359 -1.369 -0.2918 0.4350 -0.8609 0.1453
C 2.301 6.870 0.219 -0.2050 0.1020 0.0380 -0.0868
H 4.568 -10.784 0.390 0.0459 0.0166 0.0112 0.0651
C 4.356 -9.969 -2.258 0.0970 -0.3142 0.1715 -0.2457
H 4.774 -9.655 1.723 -0.0200 0.0048 -0.0498 0.0728
C -1.002 0.009 0.153 -0.2013 -0.4898 0.7550 -0.1216
H -1.895 0.291 0.783 0.9317 -0.3335 -0.2496 0.1402
H 4.694 -7.739 0.269 -0.0431 0.0804 -0.2298 0.1083
H -7.956 2.458 -0.467 -0.2634 -0.2633 -0.1964 0.0672
H 4.014 -4.991 -0.086 0.0279 0.0355 0.0134 0.0560
H 2.695 -6.128 -2.720 0.0233 -0.0191 0.0150 0.0671
H 5.268 -4.848 1.139 -0.0484 -0.0087 0.0120 0.0685
C -6.868 0.947 -2.237 -1.3750 -0.6729 0.2699 -0.1349
C 3.020 6.120 1.344 0.1181 0.3086 0.1240 -0.2457
H -8.981 1.209 -2.973 0.6653 0.3614 0.8307 0.1317
H 3.591 -0.506 0.890 0.0017 -0.1624 -0.0432 0.0876
H 7.990 -3.051 2.288 -0.0496 0.0167 -0.0316 0.0754
C -1.811 5.746 1.039 -0.3707 1.2980 -1.4102 -0.5364
H 2.458 -10.401 -1.243 0.0402 0.0255 -0.0133 0.0671
C 2.908 -10.465 -2.236 -0.0904 -0.1269 -0.1503 -0.0852
F -2.553 -1.708 -2.572 0.8573 0.9374 -0.3611 0.1215
C 5.225 5.866 0.258 0.0693 0.1854 0.0405 -0.2698
N 4.659 -8.725 -1.563 0.1437 0.2510 -0.2473 -0.1949
O -6.983 3.665 1.413 1.4340 -0.5559 -0.9252 0.1468
H -4.314 4.593 0.292 -0.3540 -0.6125 -0.4918 0.1116
C -2.053 -0.525 -3.072 -0.8443 -0.3292 -0.0336 -0.5075
C -2.737 0.622 -2.294 -1.7955 1.7457 0.4782 0.0464
H -9.880 2.129 2.362 -0.3206 0.2285 -0.2515 0.0806
F -2.283 6.872 0.380 0.3998 -0.9922 0.8215 0.0939
H 6.001 -1.746 3.199 -0.1563 0.1270 -0.1390 0.1152
F -0.714 -0.533 -3.011 -1.2673 -0.0845 -0.1573 0.1777
H -2.220 4.901 -0.987 0.1280 -0.0218 1.1430 0.1462
H 7.700 -1.528 1.471 -0.0041 -0.0355 -0.1077 0.0548
C -0.054 -0.144 3.663 0.0424 1.0973 0.2270 -0.1018
H 2.287 -7.794 -3.085 -0.0339 -0.0168 0.0904 0.0541
H 3.572 -4.551 1.567 0.0671 0.0453 0.0178 0.0816
H -1.251 2.684 0.865 -0.9675 0.0639 -0.6666 0.1200
C -4.113 0.927 -2.650 1.3494 0.7085 1.4173 0.1521
N 4.124 5.245 0.980 -0.1665 -0.3864 0.1143 -0.1923
H -7.200 4.363 0.769 -0.2197 -0.1544 0.6208 0.1138
C 0.271 -0.152 1.032 -0.1910 -0.1616 0.1787 -0.1480
H 6.573 0.080 0.640 -0.0044 -0.0652 -0.0644 0.0607
C 4.328 -4.418 0.789 0.0626 -0.0351 0.0085 -0.0859
H -12.090 2.991 -1.032 -0.1232 -0.1804 0.8636 0.0872
H 0.521 0.348 4.493 -0.5029 -0.7069 -0.6033 0.0785
H 2.282 5.550 1.917 0.1152 -0.1822 -0.0789 0.1067
N 4.759 -2.086 1.553 -0.2574 0.3191 0.1729 -0.1955
H -0.627 4.533 -0.297 -0.9763 0.2047 0.2495 0.1342
C -4.946 3.816 -0.201 0.7502 -0.7594 0.3711 0.0362
H -10.145 3.771 0.604 -0.1967 -0.7581 -0.3541 0.1358
F -0.592 6.086 1.523 -1.2782 -0.6419 0.1131 0.1336
C -12.102 2.807 0.070 0.5999 0.8848 0.7058 -0.0560
H 3.768 4.469 -1.687 -0.0309 0.0159 0.0424 0.0715
H -9.439 0.895 0.546 -0.2891 0.5384 -0.5295 0.1275
H 6.713 7.410 0.443 -0.0550 -0.0248 -0.0039 0.0756
H 1.703 7.681 0.646 0.0381 -0.0352 -0.0185 0.0737
H 7.229 -3.052 0.702 -0.0340 0.0185 0.0237 0.0690
C -10.625 2.763 0.617 -0.8456 -1.3456 -0.0257 -0.3834
H -5.793 1.706 2.389 0.2258 -0.0577 -0.3254 0.1304
H 2.280 -9.917 -2.938 -0.0565 0.0274 0.0936 0.0526
C -4.828 1.968 -1.940 1.8701 -0.8712 -0.5415 -0.1704
O -6.146 2.223 -2.259 1.0908 -0.7709 0.7578 -0.0395
H 3.395 6.862 2.056 0.0901 -0.0373 -0.0797 0.1056
C 5.922 -2.438 2.356 0.0825 -0.3622 0.1030 -0.2452
H 4.687 -9.891 -3.297 0.0035 0.2338 0.0592 0.1152
H 2.301 -7.230 -1.404 0.0304 -0.0383 -0.0150 0.0644
H 2.141 4.275 -1.009 0.0465 0.0862 -0.0547 0.0408